The following is a quantum chemistry calculation of a 14-piece molecular cluster, C39H111N5O19 overall, from the OMol25 dataset.

Structure (XYZ):
```
174
Properties=species:S:1:pos:R:3
C 13.43666 19.37481 16.31196
O 14.72416 19.92375 16.07915
C 14.72674 21.30157 16.57602
C 15.67218 22.07611 15.72369
N 15.15824 22.27646 14.34453
C 16.18710 22.99475 13.52528
C 16.41189 24.47513 13.98096
O 16.58978 25.35069 12.84848
C 15.57494 25.33023 11.81434
H 13.42710 18.40486 15.81476
H 12.59952 20.02243 16.05141
H 13.17150 19.16388 17.34796
H 15.19192 21.33590 17.56118
H 13.75816 21.80059 16.60652
H 16.58622 21.52087 15.51318
H 15.83588 23.07044 16.13917
H 14.99296 21.37548 13.91908
H 15.80720 22.89713 12.50830
H 17.18842 22.56416 13.51931
H 17.26246 24.40374 14.65886
H 15.53970 24.87882 14.49518
H 15.49696 24.35060 11.34282
H 15.85170 26.07387 11.06701
H 14.56932 25.50246 12.19798
C 12.27098 11.68372 15.14694
O 11.47140 12.85382 15.38381
C 12.17992 14.03852 15.10980
C 11.28220 15.28455 14.98228
N 10.33269 15.43043 16.04580
C 10.92748 15.75242 17.28980
C 9.89972 16.12477 18.39420
O 9.34522 14.92266 19.05386
C 8.52702 15.40027 20.19441
H 13.16724 11.55402 15.75355
H 12.52118 11.66207 14.08626
H 11.64782 10.82300 15.38974
H 12.83914 13.89414 14.25383
H 12.79522 14.17700 15.99880
H 10.65074 15.22385 14.09589
H 11.95780 16.13988 14.97480
H 9.80786 14.58530 16.22018
H 11.51368 16.64986 17.09214
H 11.56756 14.94031 17.63456
H 9.07049 16.66193 17.93383
H 10.32068 16.82687 19.11389
H 7.66164 15.98430 19.88119
H 9.11929 15.98498 20.89829
H 8.23478 14.53602 20.79087
C 19.13909 9.51478 20.18676
O 18.34462 10.64836 19.75142
C 18.37784 11.73186 20.68414
C 17.87226 13.01626 20.01084
N 18.80836 13.38182 18.96696
C 18.12774 14.37605 18.12275
C 18.99758 14.76743 16.89889
O 19.10015 13.57476 16.04102
C 20.18526 13.65212 15.14206
H 19.20380 8.69129 19.47559
H 18.56326 9.09533 21.01174
H 20.15664 9.79438 20.45970
H 19.42406 11.83847 20.97076
H 17.84474 11.51813 21.61055
H 17.83841 13.84812 20.71438
H 16.87085 12.81425 19.63073
H 19.08884 12.60717 18.38270
H 17.99648 15.32059 18.65069
H 17.15476 14.09167 17.72208
H 19.95650 15.11724 17.28130
H 18.51447 15.53448 16.29365
H 20.21616 12.74240 14.54243
H 21.10334 13.60964 15.72807
H 20.26038 14.53728 14.51044
C 22.18468 22.46241 20.84354
O 22.41066 21.05641 20.48825
C 22.21372 20.74203 19.10909
C 20.75616 20.14972 18.95913
N 20.46120 19.96001 17.53707
C 19.09354 19.43486 17.36176
C 18.73413 19.09423 15.89205
O 19.40204 17.88309 15.64192
C 19.65872 17.65903 14.27749
H 22.98490 23.03999 20.38080
H 22.26612 22.60645 21.92091
H 21.24204 22.80762 20.41884
H 22.92022 19.94709 18.87026
H 22.43014 21.58210 18.44913
H 20.01021 20.77912 19.44444
H 20.75622 19.13531 19.35797
H 21.07536 19.24596 17.17232
H 18.37002 20.10428 17.82706
H 19.06284 18.49936 17.92032
H 18.98131 19.92044 15.22542
H 17.65861 18.93399 15.81693
H 20.33480 16.80934 14.18248
H 20.17090 18.51098 13.83035
H 18.69526 17.53653 13.78267
C 14.48872 13.45819 22.71292
O 14.17650 14.79616 22.35203
C 13.11806 14.98595 21.45268
C 13.13298 16.42153 20.87417
N 14.13166 16.64643 19.81660
C 14.52376 18.07697 19.87642
C 15.79890 18.28011 19.07169
O 17.00598 17.65731 19.51970
C 17.49028 18.11563 20.77220
H 15.07770 13.02178 21.90623
H 13.62616 12.80027 22.81891
H 15.05018 13.43249 23.64684
H 12.12250 14.75400 21.83108
H 13.30734 14.28027 20.64380
H 13.22106 17.09176 21.72923
H 12.17064 16.66320 20.42295
H 14.95316 16.09466 20.01855
H 14.61188 18.45722 20.89414
H 13.69722 18.57570 19.37026
H 16.01414 19.34480 18.98112
H 15.62480 17.82738 18.09556
H 18.37536 17.58500 21.12312
H 16.77926 18.09458 21.59811
H 17.86530 19.13785 20.72198
C 18.01697 15.78740 10.07001
O 18.46905 14.63353 10.78469
H 18.16506 16.64878 10.72132
H 18.52904 16.05654 9.14619
H 16.95632 15.59099 9.91335
H 17.93210 13.91058 10.45207
C 13.14536 17.87128 8.59075
O 13.01164 17.41254 9.91414
H 12.80312 18.90585 8.56547
H 14.17072 17.92155 8.22436
H 12.54606 17.29944 7.88228
H 13.38452 17.98582 10.58788
C 15.54580 19.63866 11.32628
O 14.66460 18.61951 11.88164
H 15.63520 20.47050 12.02496
H 16.51829 19.19153 11.12031
H 15.11626 20.13179 10.45426
H 14.94236 18.23820 12.71774
C 16.06698 12.61728 15.23542
O 15.71882 11.65370 16.22512
H 17.01762 12.31613 14.79533
H 15.28494 12.60446 14.47623
H 15.99672 13.64814 15.58256
H 16.45048 11.04398 16.10465
C 16.99314 11.62234 11.15202
O 17.00632 12.44095 10.01569
H 16.27874 10.81223 11.00555
H 17.97688 11.19396 11.34405
H 16.77662 12.11393 12.10047
H 16.63344 12.00565 9.24557
C 20.55250 18.87339 10.81236
O 19.29731 19.33171 11.24113
H 21.29090 19.67004 10.90300
H 20.88968 18.05235 11.44505
H 20.62036 18.56590 9.76884
H 18.78962 19.62000 10.47906
C 11.65622 19.31139 13.28238
O 10.76072 19.79915 14.23753
H 11.37642 19.58611 12.26535
H 12.65158 19.74673 13.37098
H 11.71388 18.22521 13.35303
H 9.97932 19.24169 14.22090
C 15.75740 16.47296 14.74057
O 15.85872 17.84972 14.42123
H 16.58406 15.93102 14.28117
H 15.92410 16.31802 15.80654
H 14.76610 16.08214 14.51105
H 15.83566 18.40504 15.20398
C 14.42888 14.32371 11.53029
O 13.09592 14.89937 11.41248
H 15.18944 15.06285 11.27867
H 14.59100 14.19105 12.59997
H 14.50564 13.39129 10.97101
H 13.14616 15.72974 10.93335
```

- Kohn-Sham gap: 8.8 eV
- LUMO level: 0.5 eV
- Net charge: 0
- E_HOMO: -8.3501 eV
- Energy above the lowest of the compared OMol25 structures with the same formula, charge and spin: 53.7 kcal/mol
- Max |F|: 2.53 eV/A